The following is a DFT calculation (wB97M-V/def2-TZVPD) of a molecular structure, C52H44N4O4Pr in a non-equilibrium geometry.

Structure (ORCA input):
```
! RIJCOSX wB97M-V def2-TZVPD def2/J DEFGRID3
* xyz 1 3
C 5.20 -2.82 -0.20
H -3.02 -3.37 -1.29
H 0.33 0.89 8.99
H 8.15 -0.32 0.22
C -3.42 -1.22 -1.31
C 0.77 -3.57 1.20
H 6.69 -4.34 -0.45
H -0.52 -1.15 7.87
C 0.81 1.85 7.10
H -0.68 -4.03 -2.76
H -0.34 -1.41 5.39
C -1.85 1.96 3.56
H -3.98 7.03 0.15
C -0.67 -3.60 1.70
H 1.04 2.64 5.10
H 0.93 1.56 -8.90
C 0.34 0.61 3.54
H 2.78 -0.48 -4.60
H 1.85 2.63 -4.81
N 1.70 0.03 -1.48
C 0.77 1.77 5.72
C 0.34 0.61 5.07
H 4.35 -3.52 -0.29
C 0.52 0.98 -5.04
C 0.06 0.34 -7.33
C 0.78 -3.56 -1.24
C -2.58 2.61 -2.53
C 7.33 -1.05 0.08
C -2.02 2.22 -1.24
H -7.06 4.04 -0.05
C 6.01 -0.57 0.14
C -3.34 4.99 0.06
H -2.99 -2.60 -2.88
H 1.98 3.13 -7.24
C -0.74 1.30 2.90
C 2.97 -0.56 1.29
C -1.78 2.05 -3.51
C 2.69 -0.40 -3.52
H -3.35 -0.42 -2.04
H -4.53 -1.50 1.05
C 3.54 -0.83 -0.01
C 1.30 2.02 -5.53
C 0.34 0.81 7.90
C -5.66 5.67 0.08
H 8.63 -2.78 -0.14
N 1.69 -0.03 1.51
H 1.11 -4.60 1.05
O -1.26 -2.31 -1.71
C 1.47 0.05 2.88
C -0.12 -0.34 7.25
C 0.81 1.40 -7.82
H -2.97 -3.37 1.25
C 2.95 -0.53 -1.26
H 2.74 -0.69 4.63
H -3.48 -0.38 1.86
Pr -0.25 -0.51 -0.01
O -2.88 -0.73 -0.07
C 4.93 -1.44 -0.02
C 2.62 -0.55 3.55
N -0.91 1.39 -1.48
H -3.57 3.09 2.75
C 1.42 2.25 -6.90
C 3.53 -0.91 2.58
C -2.70 -2.47 -1.81
C 7.60 -2.40 -0.10
C -0.68 1.37 -2.84
C 0.44 0.82 -3.51
H 1.42 -3.04 -1.98
H -0.48 -0.34 -8.00
C -2.54 2.63 0.02
C -0.09 -0.46 5.86
C -0.13 0.16 -5.96
C -2.70 -2.43 1.74
C -3.68 3.65 0.02
C 6.52 -3.27 -0.23
H -0.69 -3.90 2.77
H -2.00 2.03 4.63
H -1.95 2.17 -4.58
C 3.57 -0.84 -2.55
H 1.44 -3.16 1.96
O -1.26 -2.28 1.62
H -4.49 -1.45 -1.22
H -6.44 6.44 0.10
H -3.48 3.21 -2.71
H -1.28 -4.30 1.09
C -5.05 3.33 -0.04
H -2.95 -2.52 2.80
H 1.20 -4.57 -1.14
H 1.24 2.77 7.53
C -2.04 2.23 1.30
H -1.24 -4.32 -1.09
H 4.53 -1.31 -2.71
O 0.93 -2.80 -0.01
C -3.47 -1.24 1.16
H -2.28 5.28 0.08
C -6.01 4.33 -0.01
C -4.30 5.97 0.11
N -0.92 1.43 1.52
C 1.55 0.19 -2.86
H -0.78 -0.64 -5.59
H -5.34 2.28 -0.12
H 5.83 0.48 0.35
H 4.50 -1.38 2.74
C -2.64 2.54 2.59
C -0.66 -3.64 -1.73
*
```

Largest force on an atom ... 2.6 eV/A
E_tot ... -3044.82446 Eh
Kohn-Sham gap (alpha / beta) ... 0.20974 / 0.20961 Eh
<S²> ... 2.00



The following is a DFT calculation (wB97M-V/def2-TZVPD) of a molecular structure, C52H45GeInN8O7P in a non-equilibrium geometry.

Structure (ORCA input):
```
! RIJCOSX wB97M-V def2-TZVPD def2/J DEFGRID3
* xyz -1 1
C -0.84 -2.01 3.99
H -2.68 3.84 -0.56
O -1.53 5.42 -1.38
H 3.25 1.69 -0.92
C 1.12 -6.14 -0.42
C -2.51 -0.46 -3.41
N -0.10 2.62 -4.16
C 2.86 4.09 2.67
C -1.96 -3.09 -1.55
H -5.08 -2.01 -2.07
H -4.60 1.70 0.06
C -5.22 0.87 -0.28
C 1.29 -5.14 -1.36
C -3.53 -0.24 -4.35
C 1.53 -0.70 3.42
O -1.13 3.02 -3.69
C -3.25 -0.24 -5.71
C 0.90 -1.47 2.45
H 0.90 -6.64 1.65
H 1.15 -4.27 2.40
C -0.33 -2.05 2.71
C 1.02 -5.83 0.92
H -6.96 1.59 0.75
H -1.75 -2.52 4.23
H -1.55 -5.19 -1.83
H 5.97 -0.95 -1.20
O 1.14 -0.88 -0.27
C -0.35 4.80 -1.09
C 5.49 -1.21 -0.25
H 3.49 -1.02 -1.01
C 4.22 -2.00 2.12
N 2.53 1.21 -1.44
H -0.57 1.97 5.49
P 1.60 -1.77 0.84
N 1.88 3.48 0.54
C -0.47 2.00 4.42
H 0.08 -0.92 -5.60
C 2.76 3.94 4.11
H 1.57 -0.17 5.49
Ge -2.74 -0.27 -1.48
C 1.03 -0.69 4.70
H 1.34 -5.37 -2.42
C 1.67 3.25 4.69
H 3.77 -2.37 3.05
H -4.55 -0.05 -4.04
H 4.64 5.24 2.56
C -2.71 4.65 -1.30
N 2.21 1.25 -4.98
C -4.65 -0.11 -1.07
H 1.46 -3.03 -1.70
C -1.21 -0.67 -3.91
H -4.06 -0.07 -6.42
C -1.40 1.46 3.58
H 2.64 0.35 -5.01
C -2.42 -4.77 0.10
C -1.77 1.20 -0.72
C -6.53 0.79 0.15
H -0.39 -0.77 -3.20
H -3.38 -4.07 1.90
H -2.40 -5.81 0.38
C -6.78 -1.27 -1.05
C 2.84 4.17 -0.07
C -2.49 -2.10 -0.73
H 1.04 -7.16 -0.73
O 4.68 5.11 4.53
C 1.88 1.58 -3.71
H 7.34 -1.58 0.80
C -1.94 -4.42 -1.17
In -0.26 2.64 -0.54
C 1.31 -3.49 0.41
C 1.84 3.48 1.89
C -7.30 -0.27 -0.25
C 3.44 -1.64 1.02
C 6.25 -1.59 0.85
H 6.19 -2.25 2.90
O 0.67 5.44 -1.20
C 3.85 4.81 0.60
H 2.45 -0.17 3.20
N 2.78 1.12 -2.82
C -2.97 -3.80 0.93
H 2.83 4.14 -1.13
C 3.88 4.75 1.98
H -0.88 -2.58 1.94
C 0.69 2.65 3.89
O 3.47 4.46 6.22
N 3.67 4.54 4.98
H -7.40 -2.09 -1.39
H -1.93 1.20 1.45
H -1.74 -0.50 -7.22
C 5.61 -1.96 2.04
H 1.59 1.55 -5.70
C -5.46 -1.19 -1.45
C -0.16 -1.35 4.99
N 0.90 2.33 -3.25
H 3.71 0.94 -3.16
H 1.63 3.18 5.76
H -2.92 4.26 -2.29
C 4.10 -1.28 -0.17
H -3.54 -1.78 1.14
C 0.72 2.77 2.49
C -1.96 -0.49 -6.16
O 0.06 2.53 -5.38
C 1.36 -3.83 -0.95
C 1.12 -4.51 1.33
H -8.34 -0.34 0.08
H 4.60 5.38 0.06
C -3.04 -2.48 0.49
N -0.21 2.25 1.69
H -1.62 -2.84 -2.55
C -0.94 -0.69 -5.27
H -3.49 5.39 -1.05
H -0.55 -1.40 6.00
C -1.24 1.60 2.20
H -2.29 0.92 3.93
H 2.07 0.41 -0.95
*
```

Largest force on an atom ... 2.0 eV/A
E_tot ... -5581.44944 Eh
Kohn-Sham gap (alpha / beta) ... 0.17736 / 0.20674 Eh



The following is a DFT calculation (wB97M-V/def2-TZVPD) of a molecular structure, C52H45I3InN2O2P2Si in a non-equilibrium geometry.

Structure (ORCA input):
```
! RIJCOSX wB97M-V def2-TZVPD def2/J DEFGRID3
* xyz 1 1
H 13.63 11.53 12.81
C 15.70 10.11 8.48
C 11.91 8.54 12.87
C 9.48 18.08 14.33
I 16.59 15.91 11.43
C 12.81 10.79 12.79
H 9.80 8.42 12.81
C 14.07 19.38 12.39
C 12.42 16.32 8.67
C 13.97 17.50 14.52
H 14.20 11.96 5.33
H 8.76 17.43 14.76
H 16.03 19.13 13.43
N 16.51 10.22 9.51
H 11.95 18.36 8.36
H 15.88 9.27 7.78
H 15.68 17.36 18.03
C 15.41 21.46 11.00
C 18.63 16.21 12.32
H 18.19 11.52 11.20
C 13.40 20.13 11.42
H 9.43 10.79 12.43
H 15.54 13.27 15.57
C 10.25 12.80 15.28
H 14.82 19.50 17.24
H 12.88 15.09 17.09
C 12.59 17.55 8.02
C 7.32 14.22 11.09
H 14.12 9.93 6.50
C 13.83 10.87 6.97
N 13.42 14.15 9.39
C 16.01 20.72 12.00
H 9.33 12.56 17.18
C 13.00 9.41 12.94
C 13.27 15.22 8.51
H 10.05 12.40 10.35
H 17.04 21.03 12.20
C 14.54 10.87 8.32
H 12.72 12.76 8.02
C 8.96 14.49 12.82
H 19.20 16.78 11.59
O 14.92 12.87 11.34
P 11.33 13.09 12.78
C 11.14 13.85 17.30
H 14.84 12.38 14.21
H 15.97 22.18 10.46
C 9.34 12.93 10.92
H 11.08 14.00 18.35
H 9.42 12.22 14.80
P 13.26 17.87 12.92
H 11.93 20.73 13.06
H 6.34 14.40 10.63
H 13.54 21.56 9.86
C 12.38 14.10 15.21
H 9.19 14.88 13.79
C 14.16 15.34 7.38
C 14.41 16.29 15.00
H 13.96 8.98 13.10
C 10.66 9.07 12.71
H 18.44 16.75 13.26
H 14.73 14.48 7.14
H 16.90 11.88 12.43
C 17.18 11.24 11.61
C 15.13 16.26 16.23
C 13.42 12.92 8.85
I 10.68 16.27 10.02
H 13.81 19.63 14.87
C 11.23 19.96 13.39
C 15.42 19.66 12.72
H 7.61 12.64 9.65
C 11.54 11.32 12.64
C 14.16 18.68 15.28
Si 13.91 14.63 14.31
C 11.34 13.34 14.58
C 9.98 20.37 13.83
C 10.23 13.02 16.67
H 11.99 7.53 13.06
H 12.39 19.90 11.16
In 13.35 14.57 11.51
C 15.33 13.33 14.53
H 16.21 13.50 13.94
I 19.71 14.43 12.71
H 14.74 16.56 5.60
H 8.03 19.81 14.41
H 7.16 15.58 12.71
H 17.35 10.27 12.07
C 12.21 14.39 16.56
O 14.40 12.01 6.29
C 7.80 14.87 12.22
C 13.47 17.64 6.99
H 15.53 15.29 16.52
C 15.12 12.06 10.37
C 16.26 11.09 10.49
C 8.03 13.22 10.46
C 9.04 19.44 14.18
C 14.18 16.51 6.58
H 13.71 18.57 6.61
C 9.70 13.50 12.17
C 14.09 21.15 10.67
C 14.77 18.64 16.56
C 11.61 18.63 13.44
C 10.46 10.45 12.51
H 9.70 21.44 13.88
H 11.15 16.68 14.04
C 10.72 17.67 13.98
C 15.27 17.39 17.01
C 14.24 11.85 9.24
H 12.74 10.93 6.98
*
```

Largest force on an atom ... 3.6 eV/A
E_tot ... -4323.65493 Eh
Kohn-Sham gap ... 0.21872 Eh



Which of these has the lowest E_tot?
C52H45GeInN8O7P



Please write out number 1 again, unchanged.
The following is a DFT calculation (wB97M-V/def2-TZVPD) of a molecular structure, C52H44N4O4Pr in a non-equilibrium geometry.

Structure (ORCA input):
```
! RIJCOSX wB97M-V def2-TZVPD def2/J DEFGRID3
* xyz 1 3
C 5.20 -2.82 -0.20
H -3.02 -3.37 -1.29
H 0.33 0.89 8.99
H 8.15 -0.32 0.22
C -3.42 -1.22 -1.31
C 0.77 -3.57 1.20
H 6.69 -4.34 -0.45
H -0.52 -1.15 7.87
C 0.81 1.85 7.10
H -0.68 -4.03 -2.76
H -0.34 -1.41 5.39
C -1.85 1.96 3.56
H -3.98 7.03 0.15
C -0.67 -3.60 1.70
H 1.04 2.64 5.10
H 0.93 1.56 -8.90
C 0.34 0.61 3.54
H 2.78 -0.48 -4.60
H 1.85 2.63 -4.81
N 1.70 0.03 -1.48
C 0.77 1.77 5.72
C 0.34 0.61 5.07
H 4.35 -3.52 -0.29
C 0.52 0.98 -5.04
C 0.06 0.34 -7.33
C 0.78 -3.56 -1.24
C -2.58 2.61 -2.53
C 7.33 -1.05 0.08
C -2.02 2.22 -1.24
H -7.06 4.04 -0.05
C 6.01 -0.57 0.14
C -3.34 4.99 0.06
H -2.99 -2.60 -2.88
H 1.98 3.13 -7.24
C -0.74 1.30 2.90
C 2.97 -0.56 1.29
C -1.78 2.05 -3.51
C 2.69 -0.40 -3.52
H -3.35 -0.42 -2.04
H -4.53 -1.50 1.05
C 3.54 -0.83 -0.01
C 1.30 2.02 -5.53
C 0.34 0.81 7.90
C -5.66 5.67 0.08
H 8.63 -2.78 -0.14
N 1.69 -0.03 1.51
H 1.11 -4.60 1.05
O -1.26 -2.31 -1.71
C 1.47 0.05 2.88
C -0.12 -0.34 7.25
C 0.81 1.40 -7.82
H -2.97 -3.37 1.25
C 2.95 -0.53 -1.26
H 2.74 -0.69 4.63
H -3.48 -0.38 1.86
Pr -0.25 -0.51 -0.01
O -2.88 -0.73 -0.07
C 4.93 -1.44 -0.02
C 2.62 -0.55 3.55
N -0.91 1.39 -1.48
H -3.57 3.09 2.75
C 1.42 2.25 -6.90
C 3.53 -0.91 2.58
C -2.70 -2.47 -1.81
C 7.60 -2.40 -0.10
C -0.68 1.37 -2.84
C 0.44 0.82 -3.51
H 1.42 -3.04 -1.98
H -0.48 -0.34 -8.00
C -2.54 2.63 0.02
C -0.09 -0.46 5.86
C -0.13 0.16 -5.96
C -2.70 -2.43 1.74
C -3.68 3.65 0.02
C 6.52 -3.27 -0.23
H -0.69 -3.90 2.77
H -2.00 2.03 4.63
H -1.95 2.17 -4.58
C 3.57 -0.84 -2.55
H 1.44 -3.16 1.96
O -1.26 -2.28 1.62
H -4.49 -1.45 -1.22
H -6.44 6.44 0.10
H -3.48 3.21 -2.71
H -1.28 -4.30 1.09
C -5.05 3.33 -0.04
H -2.95 -2.52 2.80
H 1.20 -4.57 -1.14
H 1.24 2.77 7.53
C -2.04 2.23 1.30
H -1.24 -4.32 -1.09
H 4.53 -1.31 -2.71
O 0.93 -2.80 -0.01
C -3.47 -1.24 1.16
H -2.28 5.28 0.08
C -6.01 4.33 -0.01
C -4.30 5.97 0.11
N -0.92 1.43 1.52
C 1.55 0.19 -2.86
H -0.78 -0.64 -5.59
H -5.34 2.28 -0.12
H 5.83 0.48 0.35
H 4.50 -1.38 2.74
C -2.64 2.54 2.59
C -0.66 -3.64 -1.73
*
```

Largest force on an atom ... 2.6 eV/A
E_tot ... -3044.82446 Eh
Kohn-Sham gap (alpha / beta) ... 0.20974 / 0.20961 Eh
<S²> ... 2.00



Which of these has the lowest largest force on an atom?
C52H45GeInN8O7P



largest force on an atom of number 2 (C52H45GeInN8O7P)?
2.0 eV/A